Entry from OMol25: 10 unconnected molecules or ions with the total composition C22H70O28P6 in a non-equilibrium geometry (ωB97M-V/def2-TZVPD).

```
126
C22H70O28P6 | OMol25 | ωB97M-V/def2-TZVPD
C -1.406 2.891 -5.806
O -2.484 3.584 -5.277
P -4.010 3.040 -5.557
O -4.296 2.815 -6.998
O -4.117 1.648 -4.685
C -3.542 1.576 -3.388
O -5.003 4.055 -4.891
C -5.285 5.298 -5.552
H -1.643 2.262 -6.665
H -0.924 2.287 -5.038
H -0.665 3.568 -6.231
H -3.792 2.533 -2.930
H -2.457 1.490 -3.456
H -3.959 0.817 -2.726
H -5.647 6.115 -4.928
H -6.013 5.004 -6.308
H -4.365 5.636 -6.028
C -2.550 -4.358 5.992
O -2.066 -3.471 4.996
P -1.721 -3.934 3.483
O -2.899 -4.174 2.647
O -0.634 -5.234 3.688
C 0.437 -5.070 4.613
O -0.740 -2.735 2.953
C 0.166 -2.998 1.872
H -1.803 -4.707 6.704
H -3.080 -5.170 5.495
H -3.348 -3.825 6.510
H 0.426 -4.143 5.186
H 1.361 -5.225 4.056
H 0.346 -5.865 5.353
H -0.020 -3.994 1.471
H 1.202 -2.928 2.205
H -0.006 -2.241 1.107
C 3.816 0.274 5.473
O 3.242 -1.023 5.272
P 3.589 -1.725 3.856
O 3.031 -3.089 3.741
O 5.205 -1.616 3.660
C 6.086 -2.423 4.391
O 3.089 -0.716 2.727
C 1.865 -0.008 2.885
H 3.051 1.033 5.638
H 4.455 0.620 4.660
H 4.422 0.381 6.372
H 6.967 -2.738 3.830
H 5.581 -3.349 4.666
H 6.500 -1.997 5.305
H 1.323 -0.287 3.788
H 1.192 -0.052 2.029
H 2.163 1.039 2.929
C 1.649 2.533 0.682
O 2.804 3.308 0.959
P 4.247 2.823 0.450
O 4.352 2.365 -0.933
O 5.097 4.203 0.760
C 5.708 5.051 -0.256
O 4.767 1.827 1.625
C 5.649 0.736 1.323
H 1.010 2.986 -0.076
H 1.061 2.461 1.597
H 1.912 1.552 0.287
H 5.382 6.089 -0.320
H 5.555 4.683 -1.270
H 6.781 5.036 -0.067
H 6.399 0.717 2.113
H 6.222 0.802 0.398
H 5.172 -0.227 1.511
C -2.800 -2.510 -3.733
O -2.190 -3.350 -2.832
P -2.664 -3.362 -1.246
O -1.957 -2.343 -0.405
O -4.327 -3.177 -1.359
C -5.175 -3.151 -0.197
O -2.482 -4.933 -0.807
C -2.756 -5.969 -1.709
H -2.202 -1.692 -4.136
H -3.735 -2.055 -3.406
H -3.052 -3.173 -4.561
H -4.584 -3.375 0.692
H -6.027 -3.822 -0.301
H -5.663 -2.189 -0.043
H -3.146 -5.678 -2.684
H -3.552 -6.528 -1.216
H -1.895 -6.621 -1.855
C -3.676 1.692 5.360
O -3.565 2.543 4.251
P -2.426 2.230 3.089
O -1.063 1.979 3.569
O -3.158 0.992 2.292
C -2.796 -0.368 2.583
O -2.568 3.456 2.025
C -1.692 3.389 0.949
H -2.798 1.084 5.578
H -4.505 0.992 5.264
H -3.910 2.267 6.256
H -1.796 -0.403 3.017
H -2.711 -1.002 1.701
H -3.539 -0.944 3.135
H -1.590 2.415 0.469
H -0.721 3.821 1.191
H -2.160 4.024 0.196
C 3.722 -0.480 -3.518
O 4.851 -0.285 -2.752
H 2.906 -0.663 -2.819
H 3.514 0.467 -4.015
H 3.728 -1.361 -4.160
H 4.916 0.608 -2.406
C -0.407 -0.072 -1.870
O -0.161 -0.239 -0.493
H 0.582 0.195 -2.241
H -0.824 -0.979 -2.306
H -1.107 0.754 -1.999
H -0.822 -0.867 -0.195
C 1.007 0.324 -6.185
O 0.716 0.075 -4.894
H 0.969 1.394 -6.388
H 1.956 -0.137 -6.457
H 0.274 -0.203 -6.797
H 0.533 -0.863 -4.801
C 2.187 3.474 -2.965
O 0.941 3.977 -3.294
H 2.834 4.268 -2.591
H 2.051 2.668 -2.244
H 2.630 3.073 -3.877
H 1.078 4.819 -3.735
```

## Properties
SMILES = COP(=O)(OC)OC.COP(=O)(OC)OC.COP(=O)(OC)OC.COP(=O)(OC)OC.COP(=O)(OC)OC.COP(=O)(OC)OC.CO.CO.CO.CO
energy above the lowest of the compared OMol25 structures with the same formula, charge and spin = 85.3 kcal/mol
LUMO = 0.551 eV
HOMO level = -9.47 eV
frontier orbital gap = 10.023 eV
energy = -137021.8137 eV


Entry from OMol25: 2 unconnected molecules or ions with the total composition C4H10NOS in a non-equilibrium geometry (ωB97M-V/def2-TZVPD).

```
17
C4H10NOS | OMol25 | ωB97M-V/def2-TZVPD
C 0.390 1.794 -3.214
C 0.121 0.568 1.464
C -0.072 0.892 -2.320
C -1.110 -1.610 1.702
N -0.059 -0.643 1.866
O -1.255 0.296 -2.324
S 0.872 0.501 -0.887
H 1.406 2.138 -3.251
H -0.170 1.895 -4.074
H 0.916 1.256 1.686
H -0.799 1.073 1.248
H -0.803 -2.458 0.891
H -1.257 -2.226 2.536
H -2.043 -1.123 1.473
H 0.877 -1.059 2.120
H -1.638 0.424 -3.257
H 0.625 -0.873 -1.122
```

## Properties
energy above the lowest of the compared OMol25 structures with the same formula, charge and spin = 75.8 kcal/mol
LUMO = -4.185 eV
HOMO level = -12.63 eV
frontier orbital gap = 8.446 eV
energy = -18673.8174 eV
total charge = +1


Entry from OMol25: 2 unconnected molecules or ions with the total composition C5H6 in a non-equilibrium geometry (ωB97M-V/def2-TZVPD).

```
11
C5H6 | OMol25 | ωB97M-V/def2-TZVPD
C 1.343 -1.042 1.953
C 1.780 -0.769 0.707
C 0.636 -1.611 0.854
C 0.307 0.817 -1.119
C -0.965 0.344 -0.585
H 1.470 -0.824 2.970
H 2.510 -0.230 0.148
H 0.395 0.635 -2.171
H -0.912 -0.711 -0.876
H -1.726 0.806 -1.232
H -1.008 0.709 0.422
```

## Properties
energy above the lowest of the compared OMol25 structures with the same formula, charge and spin = 179.9 kcal/mol
LUMO (spin up / spin down) = -0.072 / -0.112 eV
HOMO level (spin up / spin down) = -8.35 / -8.40 eV
frontier orbital gap (spin up / spin down) = 8.282 / 8.289 eV
energy = -5273.3967 eV


Entry from OMol25: a single C3H5NS molecule in a non-equilibrium geometry (ωB97M-V/def2-TZVPD).

```
10
C3H5NS | OMol25 | ωB97M-V/def2-TZVPD
C -0.217 0.952 -0.065
C 0.853 0.288 0.013
C 1.955 -0.352 -0.247
N -2.032 -1.061 0.032
S -2.005 0.502 -0.134
H -0.055 1.992 -0.081
H 2.536 -0.754 0.691
H 2.148 -0.716 -1.179
H -1.831 -1.541 -0.815
H -2.358 0.514 1.201
```

## Properties
energy above the lowest of the compared OMol25 structures with the same formula, charge and spin = 104.6 kcal/mol
LUMO = 0.484 eV
HOMO level = -8.26 eV
frontier orbital gap = 8.746 eV
energy = -15512.3379 eV


Entry from OMol25: 3 unconnected molecules or ions with the total composition C3H13NO2 in a non-equilibrium geometry (ωB97M-V/def2-TZVPD).

```
19
C3H13NO2 | OMol25 | ωB97M-V/def2-TZVPD
C -0.541 1.634 -0.009
C 0.642 0.794 -0.463
C 1.968 1.597 -0.415
N -1.665 0.790 0.435
H -0.807 2.318 -0.823
H -0.227 2.341 0.764
H 0.559 0.369 -1.460
H 0.757 -0.056 0.206
H 2.187 1.925 0.605
H 1.841 2.420 -1.120
H 2.798 0.952 -0.667
H -2.516 1.319 0.313
H -1.525 0.564 1.410
H 0.039 -1.625 1.350
H -1.333 -1.225 0.923
O -0.884 -1.911 1.454
H -0.204 -2.447 -0.474
H 0.205 -2.726 -1.933
O 0.542 -2.389 -1.098
```

## Properties
SMILES = CCCN.O.O
energy above the lowest of the compared OMol25 structures with the same formula, charge and spin = 13.3 kcal/mol
LUMO = 0.922 eV
HOMO level = -9.94 eV
frontier orbital gap = 10.859 eV
energy = -8906.8488 eV


Entry from OMol25: a molecular structure, C36H32BrCl2F4N7O3PRe in a non-equilibrium geometry (ωB97M-V/def2-TZVPD).

```
87
C36H32BrCl2F4N7O3PRe | OMol25 | ωB97M-V/def2-TZVPD
Re 0.344 0.321 1.031
F -2.005 -1.751 -6.293
C -1.835 -1.262 -5.086
C -2.468 -0.101 -4.707
F -3.258 0.528 -5.551
C -2.263 0.403 -3.440
F -2.927 1.523 -3.168
C -1.434 -0.206 -2.491
P -1.197 0.765 -0.929
C -0.654 2.333 -1.687
C 0.642 2.334 -2.201
C 1.142 3.466 -2.825
C 0.349 4.604 -2.944
C -0.944 4.599 -2.444
C -1.451 3.462 -1.824
C -2.914 0.966 -0.376
C -3.884 0.010 -0.669
C -5.178 0.152 -0.179
C -5.518 1.262 0.584
C -4.557 2.224 0.875
C -3.260 2.067 0.409
C -0.839 -1.405 -2.898
Br 0.242 -2.495 -1.799
C -1.025 -1.909 -4.174
F -0.437 -3.034 -4.570
H 1.269 1.452 -2.105
H 2.147 3.462 -3.230
H 0.735 5.485 -3.443
H -1.572 5.475 -2.554
H -2.474 3.466 -1.474
H -3.640 -0.857 -1.274
H -5.925 -0.597 -0.413
H -6.535 1.386 0.938
H -4.820 3.097 1.463
H -2.520 2.815 0.649
Cl 3.184 1.247 5.071
C 1.501 1.109 5.067
C 0.762 1.307 6.218
C -0.615 1.146 6.203
Cl -1.475 1.351 7.637
C -1.325 0.785 4.996
C -2.696 0.500 4.927
C -3.225 0.081 3.731
C -2.422 0.020 2.594
N -1.123 0.351 2.616
C -0.582 0.670 3.832
C 0.847 0.779 3.846
O 1.468 0.508 2.762
H 1.265 1.567 7.141
H -3.315 0.583 5.812
H -4.269 -0.186 3.646
H -2.832 -0.299 1.650
N 0.703 -1.848 1.358
C 2.182 -1.978 1.196
C 2.756 -3.382 1.274
C 2.272 -4.454 0.272
C 3.421 -5.029 -0.553
N 3.880 -4.097 -1.589
C 3.548 -4.120 -2.875
N 2.971 -5.186 -3.430
N 3.802 -3.049 -3.632
C 2.584 -1.155 -0.014
O 3.515 -1.438 -0.718
O 1.845 -0.040 -0.204
H 0.445 -2.120 2.303
H 0.210 -2.479 0.734
H 2.616 -1.423 2.029
H 2.597 -3.746 2.291
H 3.836 -3.246 1.186
H 1.519 -4.072 -0.420
H 1.798 -5.274 0.812
H 3.152 -5.982 -0.998
H 4.271 -5.236 0.096
H 4.229 -3.211 -1.247
H 2.871 -6.048 -2.926
H 2.815 -5.223 -4.424
H 4.234 -2.233 -3.230
H 3.723 -3.089 -4.633
N 2.158 4.120 0.784
C 0.924 4.639 1.108
C 0.095 3.575 1.188
N 0.806 2.412 0.908
C 2.063 2.791 0.686
H 3.000 4.653 0.633
H 0.749 5.694 1.246
H -0.955 3.573 1.414
H 2.883 2.145 0.425
```

## Properties
energy above the lowest of the compared OMol25 structures with the same formula, charge and spin = 46.4 kcal/mol
spin multiplicity = 2
LUMO (spin up / spin down) = -9.227 / -10.418 eV
HOMO level (spin up / spin down) = -15.62 / -15.57 eV
frontier orbital gap (spin up / spin down) = 6.391 / 5.156 eV
energy = -171779.5670 eV
total charge = +3


Entry from OMol25: 8 unconnected molecules or ions with the total composition C32H75F3O16 in a non-equilibrium geometry (ωB97M-V/def2-TZVPD).

```
126
C32H75F3O16 | OMol25 | ωB97M-V/def2-TZVPD
C 26.218 -6.054 13.459
O 25.129 -5.221 13.744
C 25.376 -4.054 14.527
C 24.029 -3.341 14.934
O 23.305 -2.740 13.857
C 22.312 -1.847 14.398
H 25.896 -6.631 12.592
H 26.396 -6.735 14.292
H 27.206 -5.617 13.320
H 25.866 -3.323 13.883
H 25.947 -4.283 15.427
H 24.208 -2.596 15.710
H 23.501 -4.173 15.398
H 22.645 -1.033 15.041
H 21.505 -2.417 14.860
H 21.909 -1.349 13.516
C 19.615 -4.567 6.647
O 19.265 -4.919 8.013
C 20.301 -5.584 8.778
C 21.486 -4.615 9.166
O 22.537 -5.351 9.775
C 23.517 -4.624 10.458
H 20.167 -5.316 6.079
H 20.207 -3.652 6.685
H 18.680 -4.362 6.125
H 20.659 -6.485 8.279
H 19.817 -5.894 9.704
H 21.129 -3.836 9.840
H 21.918 -4.064 8.331
H 23.110 -3.986 11.244
H 24.055 -4.026 9.722
H 24.224 -5.347 10.864
C 14.618 -3.504 7.763
O 14.922 -4.180 8.933
C 15.588 -5.333 8.679
C 16.451 -5.765 9.863
O 15.822 -5.931 11.133
C 16.692 -6.236 12.242
H 15.329 -2.686 7.644
H 13.591 -3.180 7.927
H 14.682 -4.138 6.878
H 16.102 -5.431 7.723
H 14.818 -6.104 8.691
H 17.235 -5.014 9.959
H 17.053 -6.628 9.578
H 16.149 -6.226 13.187
H 17.537 -5.550 12.293
H 17.087 -7.248 12.159
C 14.576 0.167 9.360
O 15.106 1.440 9.785
C 16.553 1.522 9.759
C 16.991 3.047 9.630
O 18.416 3.105 9.478
C 18.865 4.452 9.258
H 15.175 -0.655 9.752
H 14.620 -0.020 8.287
H 13.543 0.131 9.708
H 17.003 0.934 8.960
H 17.018 1.066 10.634
H 16.795 3.621 10.535
H 16.492 3.473 8.759
H 19.942 4.539 9.403
H 18.387 5.259 9.812
H 18.480 4.745 8.281
C 22.077 2.424 13.502
O 21.796 1.520 12.412
C 21.601 2.145 11.137
C 21.240 1.170 9.933
O 22.237 0.213 9.562
C 22.739 -0.665 10.623
H 21.247 3.122 13.609
H 23.091 2.823 13.480
H 22.089 1.894 14.454
H 22.553 2.628 10.917
H 20.835 2.920 11.176
H 20.931 1.817 9.112
H 20.349 0.634 10.261
H 23.179 -0.095 11.441
H 23.318 -1.522 10.282
H 21.884 -1.194 11.044
C 15.450 -2.349 15.961
O 14.793 -1.357 15.213
C 14.393 -0.224 16.047
C 14.238 0.983 15.169
O 13.572 0.718 13.951
C 13.279 1.828 13.026
H 15.707 -3.121 15.236
H 14.844 -2.784 16.756
H 16.395 -2.034 16.403
H 15.162 0.107 16.744
H 13.456 -0.371 16.584
H 15.241 1.322 14.908
H 13.632 1.722 15.692
H 12.704 2.605 13.530
H 12.797 1.519 12.098
H 14.224 2.214 12.645
C 21.872 2.201 17.280
O 21.129 3.231 16.678
C 19.676 3.066 16.816
C 18.896 4.320 16.367
O 17.488 4.238 16.551
C 16.848 5.505 16.404
H 21.654 1.251 16.791
H 21.563 2.072 18.317
H 22.927 2.423 17.120
H 19.328 2.850 17.826
H 19.276 2.288 16.165
H 19.146 4.579 15.338
H 19.302 5.186 16.889
H 16.793 5.809 15.358
H 17.234 6.257 17.092
H 15.804 5.441 16.709
C 18.235 -1.803 9.144
C 18.190 -2.135 10.666
O 18.475 -0.999 11.391
C 18.540 -1.001 12.703
O 18.513 -2.067 13.357
C 18.749 0.407 13.337
F 19.800 0.251 14.166
F 18.874 1.392 12.446
F 17.691 0.774 14.088
H 19.173 -1.303 8.901
H 17.366 -1.228 8.824
H 18.167 -2.742 8.595
H 18.980 -2.867 10.834
H 17.288 -2.703 10.892
```

## Properties
SMILES = CCOC(=O)C(F)(F)F.COCCOC.COCCOC.COCCOC.COCCOC.COCCOC.COCCOC.COCCOC
LUMO = 0.644 eV
HOMO level = -9.22 eV
frontier orbital gap = 9.864 eV
energy = -75301.0883 eV


Entry from OMol25: a single C2H4N2O2S molecule in a non-equilibrium geometry (ωB97M-V/def2-TZVPD).

```
11
C2H4N2O2S | OMol25 | ωB97M-V/def2-TZVPD
C 0.294 0.045 0.059
C 1.816 -0.311 -0.181
N -0.503 -0.788 -0.621
N -0.097 1.064 0.767
O -4.111 0.160 -0.488
O -1.826 -0.610 -0.643
S -2.821 0.329 0.118
H 2.401 0.381 -0.580
H 2.008 -1.324 -0.610
H 2.097 -0.449 0.892
H 0.741 1.503 1.287
```

## Properties
energy above the lowest of the compared OMol25 structures with the same formula, charge and spin = 113.8 kcal/mol
LUMO (spin up / spin down) = -1.845 / -1.117 eV
HOMO level (spin up / spin down) = -8.75 / -9.64 eV
frontier orbital gap (spin up / spin down) = 6.906 / 8.521 eV
energy = -20044.5483 eV


What did the third record say?
Entry from OMol25: 2 unconnected molecules or ions with the total composition C5H6 in a non-equilibrium geometry (ωB97M-V/def2-TZVPD).

```
11
C5H6 | OMol25 | ωB97M-V/def2-TZVPD
C 1.343 -1.042 1.953
C 1.780 -0.769 0.707
C 0.636 -1.611 0.854
C 0.307 0.817 -1.119
C -0.965 0.344 -0.585
H 1.470 -0.824 2.970
H 2.510 -0.230 0.148
H 0.395 0.635 -2.171
H -0.912 -0.711 -0.876
H -1.726 0.806 -1.232
H -1.008 0.709 0.422
```

## Properties
energy above the lowest of the compared OMol25 structures with the same formula, charge and spin = 179.9 kcal/mol
LUMO (spin up / spin down) = -0.072 / -0.112 eV
HOMO level (spin up / spin down) = -8.35 / -8.40 eV
frontier orbital gap (spin up / spin down) = 8.282 / 8.289 eV
energy = -5273.3967 eV